Molecular formula: C5H7NO2
Method: DFT, the ωB97M-V functional and the def2-TZVPD basis

E_tot: -399.88309 a.u.
Kohn-Sham gap: 10.33 eV
SMILES: O=CC[C@H]1CN1C=O

```
15
Properties=species:S:1:pos:R:3:mulliken_charge:R:1
C -2.40399 -0.43999 0.30237 -0.087
C -0.95583 -0.72216 0.24700 -0.455
C -0.13314 0.39190 -0.46546 -0.162
C 0.70716 1.42196 0.37393 -0.448
C 2.32741 -0.53969 -0.43176 0.053
H -2.93500 -0.86787 1.15790 0.336
H -0.50249 -0.96131 1.21882 0.392
H -0.87573 -1.59403 -0.41713 0.271
H -0.66202 0.81090 -1.35775 0.362
H 0.68888 2.40808 0.04063 0.245
H 0.83380 1.35732 1.47823 0.236
H 2.21650 -1.35619 -1.18386 0.315
N 1.30565 0.46780 -0.50794 -0.115
O -2.98549 0.12484 -0.59048 -0.468
O 3.37429 -0.50156 0.13551 -0.474
```

=====

Molecular formula: C5H7NO2
Method: DFT, the ωB97M-V functional and the def2-TZVPD basis

E_tot: -399.90396 a.u.
Kohn-Sham gap: 10.40 eV
SMILES: CO[C@@H](C)C(=O)C#N

```
15
Properties=species:S:1:pos:R:3:mulliken_charge:R:1
C 0.14723 0.19310 -0.02981 0.303
C -2.24231 0.07501 -0.08501 -0.727
C 0.61354 -1.07837 0.69284 -1.342
C 1.16725 0.61746 -1.05691 0.492
O -1.04039 -0.02582 -0.80942 -0.317
C 2.41473 1.04039 -0.27986 0.117
O 1.12969 0.59864 -2.24619 -0.461
N 3.34880 1.41547 0.26885 -0.362
H 0.00134 1.01742 0.68887 0.323
H -3.04423 -0.00058 -0.81669 0.250
H -2.31373 1.03976 0.43275 0.318
H -2.34765 -0.73327 0.64683 0.279
H 1.54624 -0.88852 1.21777 0.454
H 0.76790 -1.87933 -0.02661 0.329
H -0.14840 -1.39137 1.40258 0.343
```

=====

Molecular formula: C5H7NO2
Method: DFT, the ωB97M-V functional and the def2-TZVPD basis

E_tot: -399.82532 a.u.
Kohn-Sham gap: 9.10 eV

```
15
Properties=species:S:1:pos:R:3:mulliken_charge:R:1
C -0.68689 -0.50897 -2.29001 -0.279
C 0.27333 -0.01049 -1.72918 -0.250
C 1.94610 -0.79364 -0.33857 0.782
C -0.31176 0.32068 0.90804 -0.240
C 1.19826 0.35004 -0.68358 -0.872
N -0.90342 -0.84924 0.67011 -0.488
O 3.11519 -0.51646 0.36772 -0.476
O 1.51830 -1.94008 -0.34190 -0.612
H -1.56065 -0.92492 -2.73452 0.388
H 0.42117 0.31785 1.69382 0.304
H -0.85200 1.27496 0.80015 0.282
H 1.67958 1.29766 -0.59737 0.539
H -1.58345 -0.70423 -0.09874 0.255
H -0.36975 -1.61074 0.26940 0.377
H 3.06659 0.39540 0.54698 0.290
```

=====

Molecular formula: C5H7NO2
Method: DFT, the ωB97M-V functional and the def2-TZVPD basis

E_tot: -399.78686 a.u.
Kohn-Sham gap: 10.33 eV

```
15
Properties=species:S:1:pos:R:3:mulliken_charge:R:1
C -0.09197 -0.00841 1.35471 -1.209
C 0.29364 -0.03693 -0.14525 1.616
C -0.39079 -1.28307 -0.56009 -0.945
C -1.06344 -2.32933 -0.73157 -0.170
C -0.20817 1.13260 -0.82694 0.272
H 0.00433 -1.14574 1.74463 0.342
H -1.07886 0.50818 1.64151 0.315
H 0.93396 0.55256 2.04370 0.267
H 2.14236 0.65303 0.04156 0.287
H 1.91897 -0.63569 -1.25032 0.341
H -1.87564 -3.18719 -0.52401 0.313
H -1.45549 2.55384 -0.67310 0.423
N 1.73716 -0.23380 -0.16261 -0.700
O -1.48861 1.43652 -0.86566 -0.526
O 0.62254 2.02345 -1.08656 -0.627
```

=====

Molecular formula: C5H7NO2
Method: DFT, the ωB97M-V functional and the def2-TZVPD basis

E_tot: -399.86315 a.u.
Kohn-Sham gap: 9.49 eV
SMILES: NC1=CC(=O)CCO1

```
15
Properties=species:S:1:pos:R:3:mulliken_charge:R:1
C 1.06075 -0.48610 -0.06699 0.516
C -0.03307 -1.21847 -0.24153 -0.729
C -1.41120 -0.64695 -0.04724 0.400
C -1.32233 0.75634 0.52979 -0.317
C -0.32678 1.50022 -0.36585 -0.344
H 2.55397 -1.93391 0.39246 0.250
H 2.79553 -0.12880 -0.34418 0.323
H 0.13412 -2.19813 -0.49775 0.430
H -0.85125 0.54249 1.67162 0.222
H -2.54368 1.16944 0.64251 0.253
H -0.28810 2.57906 -0.15175 0.252
H -0.50150 1.32846 -1.51249 0.270
N 2.30408 -0.95455 0.22519 -0.451
O -2.55592 -1.25697 -0.14504 -0.651
O 0.98539 0.94788 -0.08874 -0.423
```

=====

Molecular formula: C5H7NO2
Method: DFT, the ωB97M-V functional and the def2-TZVPD basis

E_tot: -399.87884 a.u.
Kohn-Sham gap: 8.45 eV
SMILES: C/N=C(\C)C(O)=C=O

```
15
Properties=species:S:1:pos:R:3:mulliken_charge:R:1
C 0.69935 0.49264 2.00746 -0.863
C -1.26157 0.98691 -0.14180 -1.214
C 0.26149 -0.66814 -1.42133 0.075
C 0.01835 0.20544 -0.27268 0.721
O -0.58605 -0.79121 -2.50620 -0.566
N 0.92213 0.04073 0.65024 -0.544
C 1.24965 -1.51927 -1.15986 0.622
O 2.03693 -2.39355 -1.14036 -0.412
H -0.54825 -1.70523 -2.83683 0.320
H 1.59580 0.28006 2.59584 0.285
H -0.13229 -0.05495 2.46544 0.306
H 0.50376 1.56683 2.07225 0.282
H -1.90668 0.84525 -1.01137 0.336
H -1.03498 2.05214 -0.04240 0.328
H -1.81765 0.66235 0.74159 0.324
```

=====

Molecular formula: C5H7NO2
Method: DFT, the ωB97M-V functional and the def2-TZVPD basis

E_tot: -399.78186 a.u.
Kohn-Sham gap: 10.36 eV

```
15
Properties=species:S:1:pos:R:3:mulliken_charge:R:1
C 1.49465 -0.64485 -0.08265 0.195
C 0.20097 1.55358 0.06904 -0.703
C -0.70515 0.42930 -0.35516 0.283
C -1.46859 -1.43033 -0.13309 -0.353
C -0.06078 -0.83815 0.10322 0.143
H 2.36237 1.12819 0.37046 0.286
H 0.16953 2.23550 1.05711 0.211
H 0.59017 2.39511 -0.52958 0.266
H -0.69174 0.40104 -1.41265 0.306
H -1.89726 -1.85981 0.80515 0.305
H -1.64286 -1.76873 -1.14920 0.248
H -0.15827 -0.94714 1.34167 0.105
N 1.43683 0.83581 -0.15537 -0.248
O 2.44293 -1.45276 -0.04016 -0.587
O -2.07281 -0.03674 0.11120 -0.455
```

=====

Molecular formula: C5H7NO2
Method: DFT, the ωB97M-V functional and the def2-TZVPD basis

E_tot: -399.82440 a.u.
Kohn-Sham gap (spin up / spin down): 9.02 / 9.02 eV

```
15
Properties=species:S:1:pos:R:3:mulliken_charge:R:1
C -1.31067 -0.64954 1.63856 -1.201
C -0.24762 -0.88457 -0.79320 0.256
C -1.01528 0.18135 0.41757 0.834
C 0.78575 0.00337 -0.54441 -0.418
C 0.92470 1.30419 -1.20161 -0.200
O -0.08472 -2.16150 -0.42820 -0.341
N 2.07727 1.82866 -1.28983 -0.621
O -1.58668 1.18747 0.13094 -0.507
H 0.85432 -2.37365 -0.25952 0.266
H 2.04899 2.75003 -1.72906 0.267
H 1.74096 -0.38505 -0.16335 0.281
H 0.01100 1.77362 -1.56487 0.400
H -0.38539 -0.99327 2.10129 0.305
H -1.89830 -1.52443 1.36003 0.308
H -1.91432 -0.05668 2.32566 0.370
```

=====

Molecular formula: C5H7NO2
Method: DFT, the ωB97M-V functional and the def2-TZVPD basis

E_tot: -399.71142 a.u.
Kohn-Sham gap: 10.09 eV
SMILES: O=CN1OC[C@H]2C[C@H]21

```
15
Properties=species:S:1:pos:R:3:mulliken_charge:R:1
C -0.04952 1.81518 0.49671 0.066
C 0.87340 -1.73816 0.45314 -0.266
C 0.23398 -1.47038 -0.84069 -0.305
C -1.28080 -1.08302 -0.51183 -0.550
C -0.17988 0.01330 -0.78696 -0.104
H 0.51971 2.49484 1.43062 0.237
H 2.15080 -2.07954 0.57241 0.240
H 0.31571 -2.59098 1.18191 0.191
H 0.68642 -1.74158 -1.85892 0.346
H -2.17683 -1.22453 -1.24283 0.212
H -1.56056 -1.13715 0.42612 0.348
H -0.12594 0.33480 -1.88799 0.308
N 0.57257 0.58759 0.30023 0.087
O -0.71378 2.51387 -0.31404 -0.488
O 0.53874 -0.43768 1.11590 -0.322
```

=====

Molecular formula: C5H7NO2
Method: DFT, the ωB97M-V functional and the def2-TZVPD basis

E_tot: -399.79974 a.u.
Kohn-Sham gap: 8.13 eV

```
15
Properties=species:S:1:pos:R:3:mulliken_charge:R:1
C 0.30355 -0.65432 0.39025 -0.020
C 0.52336 -1.17910 -1.01882 -1.053
C -0.87283 1.37388 0.20292 0.888
C -2.14893 1.12653 0.08753 -0.953
O 1.09297 -1.29673 1.33965 -0.584
N 0.19904 2.07038 0.07922 -0.546
C 1.05713 1.09135 0.31988 0.685
O 2.23816 1.01802 0.51342 -0.551
H 1.97317 -0.88876 1.37508 0.364
H -0.71466 -0.83896 0.72097 0.251
H 1.52989 -0.94317 -1.37156 0.278
H 0.40911 -2.26660 -1.03236 0.355
H -0.20337 -0.74962 -1.71092 0.303
H -2.76789 1.92230 -0.31641 0.282
H -2.61871 0.21481 0.42116 0.300
```